{"formula": "C4H10N2O", "method": "the ωB97M-V functional and the def2-TZVPD basis", "orbital_gap_ev": 10.4, "smiles": "CC/N=[N+](\\[O-])CC", "e_above_lowest_kj_mol": 411.7, "species": ["C", "C", "N", "N", "O", "C", "C", "H", "H", "H", "H", "H", "H", "H", "H", "H", "H"], "xyz": [[-2.302857, 0.147814, 1.400417], [-1.779437, 0.255261, -0.017171], [-0.421225, 0.781904, 0.026757], [0.527233, 0.229416, -0.667670], [0.413483, -0.673816, -1.464647], [1.832201, 0.855702, -0.330717], [2.287245, 0.439452, 1.072825], [-2.146523, 1.159454, 1.791890], [-3.307938, -0.147831, 1.626137], [-1.659649, -0.620976, 2.020518], [-2.366073, 0.969041, -0.605412], [-1.854510, -0.742863, -0.625757], [1.771424, 1.901630, -0.364940], [2.482448, 0.560884, -1.148653], [2.137251, -0.548880, 1.321259], [3.326010, 0.774247, 1.143354], [1.517401, 0.977450, 1.655060]], "forces_ev_per_angstrom": [[2.304, -0.667, 1.609], [-0.219, -2.358, -2.189], [1.342, -0.500, -0.289], [-2.859, 2.525, 2.464], [0.431, -1.230, -1.052], [0.940, -2.186, -0.747], [-0.951, 2.857, -1.093], [-0.048, -0.327, 0.540], [-0.729, -0.086, -0.734], [-0.955, 1.647, -1.174], [-0.059, 0.031, 0.140], [0.292, 1.628, 1.193], [-0.585, 1.383, -0.057], [0.240, -0.320, 0.085], [0.117, -2.411, 0.072], [-0.312, -0.050, 0.680], [1.051, 0.065, 0.551]], "nbo_charge": [-0.61, -0.28, -0.30, 0.35, -0.45, -0.24, -0.61, 0.21, 0.22, 0.20, 0.21, 0.21, 0.22, 0.21, 0.22, 0.22, 0.23]}